# 1
Density functional theory data (ωB97M-V/def2-TZVPD) for a molecular structure, C21H13F3NO3S2Zn.

Each line ends with the Löwdin spin population.
Cartesian coordinates (Å):
Zn: 1.28315 -1.29752 1.61590  0.024
O: 1.03602 -1.98894 3.48103  0.010
N: 2.16094 -2.71057 3.67146  0.042
C: 2.18870 -3.42840 4.84867  0.028
C: 2.98331 -4.52115 5.13501  0.003
C: 4.24344 -4.60873 4.48568  0.032
C: 4.44590 -3.67690 3.44440  0.012
C: 3.44630 -2.81223 3.04579  0.008
S: 3.77499 -1.65474 1.70495  0.001
H: 1.10918 -3.53211 5.00865  0.003
H: 2.69973 -5.17468 5.84276  -0.001
H: 5.13878 -5.21711 4.56548  0.003
H: 5.27170 -3.41289 2.99800  0.001
O: -3.59379 0.51553 -3.69352  0.007
C: -2.77850 -0.59153 -4.00829  0.001
O: -2.92407 -1.11967 -5.06039  0.001
C: -2.16650 -1.14020 -2.71176  0.000
C: -2.55571 -0.82745 -1.42313  0.001
C: -2.05665 -1.51169 -0.37000  0.001
C: -0.87900 -2.17069 -0.54279  0.001
S: -0.19408 -2.90002 0.84202  0.003
C: -0.35876 -2.30309 -1.77134  0.000
C: -0.96453 -1.95160 -2.98343  0.001
H: -3.23628 0.97967 -2.87046  0.005
H: -3.27480 0.03893 -1.35726  0.003
H: -2.61025 -1.05611 0.76498  0.002
H: 0.41096 -2.89451 -1.89314  0.000
H: -0.55869 -2.22359 -3.91993  0.000
F: -1.16031 6.03658 -3.59915  0.008
C: -1.88145 5.90965 -2.45732  0.020
F: -3.11458 5.72098 -2.93529  0.007
F: -1.85722 7.19634 -1.88515  0.004
C: -1.36785 4.78073 -1.55300  0.105
C: -0.80558 4.89266 -0.33554  0.018
C: -0.24464 3.71256 0.41252  0.184
C: -0.00314 2.54472 -0.35610  0.138
C: -0.55014 2.49688 -1.56087  0.043
C: -1.16484 3.53808 -2.17134  0.162
C: 0.75071 1.46050 0.22446  0.023
C: 1.09537 0.53068 0.87298  0.057
H: -0.90574 5.65041 0.42848  -0.001
H: 0.30183 3.98891 1.31657  0.023
H: 0.16811 1.65964 -2.11166  0.000
H: -1.30204 3.07267 -3.13893  0.017

Computed properties:
Net charge: -2
E_LUMO (alpha / beta), eV: 3.8 / 4.2
Electronic energy, eV: -107854.257
Strongest force on any atom, eV/Å: 6.65
Multiplicity: 2
Kohn-Sham gap (alpha / beta), eV: 1.708 / 6.334
HOMO (alpha / beta), eV: 2.1198 / -2.1288
Energy relative to the best compared isomer or geometry (same formula, charge and spin), kcal/mol: 146.1

---

# 2
Density functional theory data (ωB97M-V/def2-TZVPD) for a single C3H5N3O molecule.

Each line ends with the natural charge from an NBO analysis.
Cartesian coordinates (Å):
N: 0.61903 1.69367 -1.27982  -0.814
C: 0.33726 0.73529 -0.29981  0.512
N: -0.73750 0.65451 0.44852  -0.559
C: -0.70985 -0.62611 0.93964  0.402
O: -1.70399 -1.06794 1.74138  -0.665
C: 0.37700 -1.32384 0.50107  -0.225
N: 1.07282 -0.39188 -0.27334  -0.537
H: -0.15944 2.34183 -1.29225  0.387
H: 0.58472 1.17177 -2.14626  0.371
H: -2.33023 -0.33283 1.79952  0.489
H: 0.70421 -2.34215 0.62165  0.223
H: 1.94598 -0.51231 -0.76031  0.417

Computed properties:
E_LUMO, eV: 0.9
Electronic energy, eV: -9709.877
Strongest force on any atom, eV/Å: 0.53
SMILES string: Nc1nc(O)c[nH]1
Kohn-Sham gap, eV: 8.681
HOMO, eV: -7.8210
Energy relative to the best compared isomer or geometry (same formula, charge and spin), kcal/mol: 16.3

---

# 3
Density functional theory data (ωB97M-V/def2-TZVPD) for 2 unconnected molecules or ions with the total composition C4H9F2N.

Each line ends with the natural charge from an NBO analysis.
Cartesian coordinates (Å):
C: -0.60988 -1.38467 0.62891  -0.691
C: -1.86263 1.91860 -0.56073  -0.451
C: -1.13820 -0.34499 -0.28855  -0.110
C: 2.80971 -0.07025 -0.15823  0.439
N: -1.48230 0.83964 0.09757  -0.373
F: 1.58666 0.18261 0.51291  -0.375
F: 2.39643 -1.02247 -1.03777  -0.339
H: -1.38639 -2.01460 1.25317  0.195
H: 0.20492 -1.16693 1.38113  0.230
H: -0.01923 -2.19716 0.13720  0.239
H: 3.18744 0.81694 -0.69066  0.142
H: -2.07787 1.86287 -1.64269  0.183
H: -2.40752 2.68554 -0.00888  0.183
H: -1.26474 -0.54294 -1.38148  0.180
H: 3.46096 -0.37796 0.59507  0.137
H: -1.39734 0.81575 1.16303  0.412

Computed properties:
E_LUMO, eV: 1.0
Electronic energy, eV: -11215.532
Strongest force on any atom, eV/Å: 3.55
Kohn-Sham gap, eV: 7.202
HOMO, eV: -6.2339
Energy relative to the best compared isomer or geometry (same formula, charge and spin), kcal/mol: 76.8

---

# 4
Density functional theory data (ωB97M-V/def2-TZVPD) for 7 unconnected molecules or ions with the total composition C42H62BrNO19S3.

Each line ends with the Löwdin charge.
Cartesian coordinates (Å):
C: 1.85045 2.94357 -0.24963  0.122
C: 0.80846 2.91983 0.34275  -0.112
C: -0.47212 2.99725 1.04247  -0.084
C: -1.67138 2.31397 0.32106  -0.375
C: -2.45888 3.39154 -0.43741  -0.125
C: -1.66840 4.32967 -1.37779  -0.210
C: -1.01688 3.70455 -2.61447  -0.446
S: -2.15979 2.61492 -3.53963  0.869
C: -1.61651 2.77063 -5.25664  -1.093
S: -2.57280 3.60846 -6.26899  0.703
N: -0.45923 2.16375 -5.76827  -0.195
C: -0.70128 0.76123 -6.17761  -0.149
C: 0.57909 0.00997 -6.49117  -0.157
O: 1.57954 0.18087 -5.48678  -0.140
C: 1.89106 1.54899 -5.47640  -0.197
C: 0.70696 2.29642 -4.89855  -0.171
C: -1.24405 1.14574 -0.56938  -0.126
C: -0.55750 -0.03587 0.19677  -0.172
C: 0.71233 -0.43334 -0.53643  -0.219
S: 0.32004 -1.36890 -1.99412  0.591
O: -0.55499 -0.61237 -2.85653  -0.287
O: -0.21976 -2.64239 -1.61232  -0.271
O: 1.71702 -1.51683 -2.73286  -0.164
O: -2.44834 1.77654 1.45048  0.041
C: -3.78650 1.80674 1.20805  -0.482
O: -4.48280 2.66248 1.68209  0.160
C: -4.44273 0.71250 0.38995  -0.078
C: -4.99899 -0.34706 1.31436  -0.776
O: -4.51911 -0.69902 2.33207  0.070
Br: -6.70145 -1.12201 0.72760  0.696
H: 2.65494 2.99280 -0.93901  0.041
H: -0.73477 4.03864 1.21088  0.121
H: -0.34748 2.53203 2.01815  0.134
H: -3.00234 4.03049 0.25635  0.129
H: -3.22620 2.93134 -1.06762  0.099
H: -2.39752 5.04158 -1.76055  0.121
H: -0.91242 4.91477 -0.86036  0.074
H: -0.75012 4.52238 -3.28227  0.086
H: -0.09332 3.18160 -2.40501  0.037
H: -1.23949 0.80305 -7.12459  0.128
H: -1.31211 0.20219 -5.47380  0.086
H: 1.00050 0.38655 -7.42666  0.125
H: 0.39412 -1.05273 -6.58978  0.126
H: 2.11308 1.91949 -6.48139  0.129
H: 2.76602 1.76048 -4.86551  0.126
H: 0.47498 1.81155 -3.93896  0.101
H: 0.96850 3.33140 -4.68501  0.128
H: -2.09921 0.71544 -1.08050  0.089
H: -0.54323 1.43887 -1.33595  0.074
H: -1.22074 -0.89063 0.25326  0.118
H: -0.19926 0.24481 1.18376  0.086
H: 1.36659 -1.02502 0.10170  0.099
H: 1.27528 0.43063 -0.87847  0.083
H: 1.63469 -1.16443 -3.64122  0.085
H: -5.30500 1.15405 -0.09916  0.110
H: -3.82699 0.28097 -0.39480  0.122
O: -2.46318 -0.35455 8.84882  0.117
C: -3.11654 -0.22845 7.85488  -0.493
O: -2.78629 0.63743 6.86657  0.024
C: -3.80894 0.64483 5.84795  -0.146
C: -4.53070 -0.68823 6.00125  -0.157
C: -4.40894 -0.94198 7.50417  -0.076
H: -4.46671 1.49772 6.02681  0.128
H: -3.34158 0.76079 4.87220  0.120
H: -5.55377 -0.66662 5.63276  0.116
H: -3.99615 -1.45993 5.45281  0.112
H: -5.22238 -0.48239 8.06719  0.130
H: -4.34001 -1.99923 7.74481  0.123
O: -0.17114 -0.99261 2.62838  0.098
C: 0.25627 -2.08697 2.88577  -0.453
O: 1.33885 -2.56857 2.24492  0.016
C: 1.59327 -3.93347 2.63462  -0.155
C: 0.91240 -4.08214 3.98708  -0.137
C: -0.27439 -3.12274 3.84816  -0.059
H: 1.16856 -4.59653 1.88017  0.139
H: 2.66251 -4.09739 2.67598  0.088
H: 0.63449 -5.10869 4.21316  0.120
H: 1.57453 -3.73102 4.78045  0.118
H: -1.14258 -3.60654 3.39601  0.136
H: -0.54794 -2.66222 4.78359  0.121
O: 3.48436 -6.31421 2.53118  0.102
C: 4.57673 -6.19446 3.01013  -0.490
O: 5.70258 -6.32329 2.28128  0.023
C: 6.86015 -6.22961 3.13004  -0.150
C: 6.38542 -5.48057 4.36711  -0.149
C: 4.92529 -5.92278 4.46093  -0.066
H: 7.20048 -7.24149 3.36123  0.125
H: 7.64931 -5.70642 2.59696  0.124
H: 6.97616 -5.69851 5.25438  0.115
H: 6.43235 -4.40592 4.18786  0.109
H: 4.80827 -6.84854 5.02619  0.131
H: 4.28137 -5.15077 4.87387  0.118
O: 6.24840 -3.23597 1.73906  0.119
C: 5.60146 -2.87070 0.79996  -0.464
O: 5.96642 -1.82000 0.02443  0.031
C: 4.94352 -1.54764 -0.95387  -0.147
C: 4.16757 -2.84715 -1.09402  -0.138
C: 4.28061 -3.43438 0.31325  -0.056
H: 4.32033 -0.72988 -0.58218  0.123
H: 5.41284 -1.23459 -1.88346  0.125
H: 3.14959 -2.70316 -1.43251  0.084
H: 4.66910 -3.50393 -1.80670  0.125
H: 3.48632 -3.07571 0.97139  0.106
H: 4.30277 -4.52042 0.31462  0.126
O: -0.40689 6.71982 0.09043  0.107
C: 0.65487 6.80600 0.63978  -0.483
O: 1.81648 6.50279 0.02352  0.023
C: 2.90994 6.58808 0.95532  -0.153
C: 2.41592 7.50753 2.06456  -0.150
C: 0.91853 7.20517 2.07787  -0.067
H: 3.13387 5.58160 1.31531  0.121
H: 3.78437 6.97947 0.44162  0.124
H: 2.91411 7.33772 3.01654  0.117
H: 2.57756 8.54861 1.78223  0.118
H: 0.67661 6.35911 2.72348  0.131
H: 0.31824 8.06714 2.35305  0.126
O: -2.09730 -1.64852 -5.88313  0.106
C: -3.29235 -1.61585 -5.84971  -0.470
O: -4.05478 -1.47351 -6.95811  0.034
C: -5.44127 -1.35311 -6.59029  -0.150
C: -5.54416 -1.98498 -5.20786  -0.151
C: -4.17032 -1.67224 -4.61703  -0.063
H: -5.70514 -0.29346 -6.58365  0.127
H: -6.05064 -1.86137 -7.33331  0.123
H: -6.37915 -1.60388 -4.62347  0.115
H: -5.66579 -3.06490 -5.30209  0.118
H: -4.14350 -0.69603 -4.12797  0.130
H: -3.82023 -2.43967 -3.93292  0.129

Computed properties:
E_LUMO, eV: -0.2
Electronic energy, eV: -187498.832
Strongest force on any atom, eV/Å: 1.96
SMILES string: C#CC[C@@](CCCSC(=S)N1CCOCC1)(CCCS(=O)(=O)O)OC(=O)CC(=O)Br.O=C1CCCO1.O=C1CCCO1.O=C1CCCO1.O=C1CCCO1.O=C1CCCO1.O=C1CCCO1
Kohn-Sham gap, eV: 7.813
HOMO, eV: -8.0545